(1)
Formula: C6H10N
Source: the Open Molecules 2025 dataset
Level of theory: ωB97M-V/def2-TZVPD

Structure (XYZ):
```
17
Properties=species:S:1:pos:R:3:nbo_charge:R:1
C 2.56277 0.17403 0.17124 -0.707
C 1.20146 0.39150 -0.21628 0.342
C 0.18047 1.09048 -0.70421 -0.239
C -0.85257 0.12869 -0.19286 0.150
C -2.08232 0.60589 0.46970 -0.630
C -0.73611 -1.25294 -0.76784 -0.176
N 0.08332 -0.87630 0.33824 -0.455
H 2.50602 -0.30853 1.12365 0.252
H 3.08864 1.08163 0.10152 0.277
H 3.11500 -0.46731 -0.48700 0.270
H 0.00512 2.13152 -0.94355 0.278
H -2.84779 0.94033 -0.23775 0.261
H -1.79528 1.50401 1.10103 0.235
H -2.46186 -0.05041 1.12457 0.234
H -1.46653 -1.86920 -0.47293 0.232
H -0.17342 -1.42958 -1.57622 0.227
H 0.26757 -1.18008 1.29434 0.448
```

Calculated values
- charge = +1
- largest force on an atom (eV/A) = 4.5
- gap between HOMO and LUMO (eV) = 11.3
- HOMO energy (Eh) = -0.534
- structure (SMILES) = CC1=C[C@@]2(C)C[N@@H+]12



(2)
Formula: C6H10N
Source: the Open Molecules 2025 dataset
Level of theory: ωB97M-V/def2-TZVPD

Structure (XYZ):
```
17
Properties=species:S:1:pos:R:3:nbo_charge:R:1
C -0.48673 1.21713 -1.22432 -0.450
C 1.73922 0.83934 -1.07176 -0.455
C 0.29854 0.61847 1.05811 -0.237
C 0.64747 1.37978 -0.26844 0.009
C 0.49763 0.00169 -1.21080 0.211
C -1.14551 -1.48913 0.57677 -0.446
N 0.09237 -0.77593 0.46186 -0.413
H -1.53094 1.09829 -1.03799 0.262
H -0.35967 1.92337 -2.11628 0.286
H 1.87357 1.07502 -2.10364 0.294
H 2.66455 0.65911 -0.63665 0.271
H 1.03687 0.49134 1.85154 0.245
H -0.69336 1.05178 1.45894 0.254
H -2.06970 -0.88037 0.22861 0.240
H -1.04638 -2.20732 -0.19369 0.236
H -1.32613 -2.06918 1.57842 0.259
H 0.96639 -1.29965 0.52884 0.433
```

Calculated values
- charge = +1
- largest force on an atom (eV/A) = 4.4
- gap between HOMO and LUMO (eV) = 10.1
- HOMO energy (Eh) = -0.523



(3)
Formula: C6H10N2
Source: the Open Molecules 2025 dataset
Level of theory: ωB97M-V/def2-TZVPD

Structure (XYZ):
```
18
Properties=species:S:1:pos:R:3:nbo_charge:R:1
C -3.16747 0.54100 -0.18534 -0.202
N -1.93916 0.81011 -0.43859 -0.220
N -0.74797 0.19630 -0.39174 -0.240
C -0.68305 -1.21922 0.18411 -0.439
C 0.43266 0.80654 -0.75402 -0.034
C 1.48271 1.51775 0.55137 -0.473
C 1.71408 0.33757 -0.26295 -0.037
C 2.74740 -0.45167 -0.48170 -0.355
H -3.88758 1.35070 -0.39683 0.188
H -3.54112 -0.32753 0.44489 0.145
H 0.24460 -1.34384 0.68049 0.218
H -1.36727 -1.41141 1.03045 0.204
H -0.87273 -1.89876 -0.56148 0.198
H 0.43510 1.49956 -1.65301 0.232
H 0.98097 1.51393 1.40561 0.204
H 1.85772 2.43295 0.28538 0.210
H 2.67309 -1.19594 -1.15308 0.192
H 3.56969 -0.44015 0.30606 0.209
```

Calculated values
- charge = 0
- largest force on an atom (eV/A) = 5.0
- gap between HOMO and LUMO (eV) = 8.7
- HOMO energy (Eh) = -0.282
- structure (SMILES) = C=NN(C)[C@H]1CC1=C



(4)
Formula: C6H10N2
Source: the Open Molecules 2025 dataset
Level of theory: ωB97M-V/def2-TZVPD

Structure (XYZ):
```
18
Properties=species:S:1:pos:R:3:nbo_charge:R:1
C 1.48340 -0.00354 0.62824 -0.215
C 0.02112 -0.01996 0.25476 0.033
C -0.89443 -0.99160 0.84224 -0.390
C -1.61056 -0.67079 -0.51720 -0.089
C -1.96816 0.85146 -0.24101 -0.224
C -0.80224 1.30316 0.31218 -0.206
H 3.13322 0.63070 -0.59075 0.369
H 2.16065 -0.61074 -1.16002 0.372
H 1.71737 -0.93913 1.14575 0.170
H 1.80102 0.79080 1.35125 0.193
H -0.29510 -1.89021 0.99076 0.219
H -1.45467 -0.67118 1.77886 0.209
H -2.26433 -1.34045 -1.04610 0.212
H -0.05800 0.12228 -1.68812 0.354
H -2.72046 1.55348 -0.69974 0.227
H -0.29953 2.26712 0.34945 0.226
N 2.24596 0.22855 -0.63145 -0.862
N -0.19525 -0.60996 -1.07909 -0.599
```

Calculated values
- charge = 0
- largest force on an atom (eV/A) = 3.8
- gap between HOMO and LUMO (eV) = 10.0
- HOMO energy (Eh) = -0.326



(5)
Formula: C6H10N2
Source: the Open Molecules 2025 dataset
Level of theory: ωB97M-V/def2-TZVPD

Structure (XYZ):
```
18
Properties=species:S:1:pos:R:3:nbo_charge:R:1
H 1.71074 -2.38300 1.22351 0.333
N 2.40665 -1.77036 0.78902 -0.626
C 1.88175 -0.75507 0.20870 0.305
C 2.78192 0.25650 -0.45493 -0.683
C 0.24125 -0.60681 0.06263 -0.242
C -0.24130 0.60704 0.06064 -0.242
C -1.88185 0.75554 0.20562 0.305
C -2.78164 -0.25744 -0.45636 -0.683
N -2.40706 1.77186 0.78386 -0.626
H -1.71135 2.38541 1.21739 0.333
H 3.81173 -0.11285 -0.50236 0.244
H 2.42924 0.45300 -1.47144 0.224
H 2.76081 1.19248 0.11009 0.225
H -0.28227 -1.55042 0.04776 0.219
H 0.28207 1.55067 0.04249 0.219
H -3.81081 0.11312 -0.50793 0.244
H -2.42665 -0.45848 -1.47117 0.224
H -2.76322 -1.19118 0.11247 0.225
```

Calculated values
- charge = 0
- largest force on an atom (eV/A) = 4.8
- gap between HOMO and LUMO (eV) = 10.1
- HOMO energy (Eh) = -0.349
- structure (SMILES) = [H]\N=C(C)/C=C/C(C)=N\[H]



(6)
Formula: C6H10N2
Source: the Open Molecules 2025 dataset
Level of theory: ωB97M-V/def2-TZVPD

Structure (XYZ):
```
18
Properties=species:S:1:pos:R:3:nbo_charge:R:1
C -0.12602 1.91003 2.14406 -0.396
C -0.32933 1.86977 0.66487 -0.204
C -0.14228 0.40941 0.27923 -0.113
C 0.59859 -0.65288 1.16466 -0.427
C 0.84996 -1.34397 -0.20597 -0.287
N 0.55389 0.08788 -0.88050 -0.226
N -0.20424 0.24367 -1.86790 -0.158
C -0.70725 -0.99569 -2.67839 -0.376
H 0.45180 1.04184 2.40377 0.200
H -0.32611 2.97370 2.69941 0.229
H -1.16324 2.68355 0.09942 0.255
H -1.06728 -0.28386 0.17798 0.190
H 0.13759 -1.28043 1.89283 0.232
H 1.56825 -0.02207 1.59496 0.208
H 1.76327 -1.96817 -0.72174 0.233
H -0.00882 -2.02641 -0.59579 0.200
H -0.55712 -2.21340 -2.59054 0.218
H -1.29165 -0.43297 -3.58036 0.223
```

Calculated values
- charge = 0
- largest force on an atom (eV/A) = 10.8
- gap between HOMO and LUMO (eV) = 9.0
- HOMO energy (Eh) = -0.306
- structure (SMILES) = C=C[C@@H]1CCN1N=C



(7)
Formula: C6H10N2
Source: the Open Molecules 2025 dataset
Level of theory: ωB97M-V/def2-TZVPD

Structure (XYZ):
```
18
Properties=species:S:1:pos:R:3:nbo_charge:R:1
C 2.30947 0.31395 -0.46032 -0.245
C -0.69716 1.13562 -1.56553 -0.293
C -0.35167 0.70103 -0.33003 -0.047
C -0.32432 1.64401 0.90718 -0.629
C -0.06042 -1.33474 1.42575 -0.688
C -0.28287 -0.70508 0.03242 0.518
N 3.36831 0.08885 -0.89778 -0.621
N -0.27857 -1.63129 -0.91959 -0.698
H -0.80676 0.43642 -2.39289 0.189
H -1.06504 2.14278 -1.55889 0.215
H -0.07286 2.60753 0.55309 0.233
H -1.41620 1.76070 1.22681 0.212
H 0.37209 1.19941 1.48795 0.231
H 1.03482 -1.33223 1.45920 0.308
H -0.56549 -0.66366 2.21825 0.249
H -0.49609 -2.35384 1.34314 0.216
H -0.05923 -1.42749 -1.91470 0.437
H -0.60802 -2.58196 -0.61405 0.413
```

Calculated values
- charge = 0
- largest force on an atom (eV/A) = 5.3
- gap between HOMO and LUMO (spin up / spin down) (eV) = 6.7 / 6.7
- HOMO energy (spin up / spin down) (Eh) = -0.299 / -0.299



(8)
Formula: C6H10N2
Source: the Open Molecules 2025 dataset
Level of theory: ωB97M-V/def2-TZVPD

Structure (XYZ):
```
18
Properties=species:S:1:pos:R:3:nbo_charge:R:1
N 1.90633 -1.33280 -0.25112 -0.802
C 1.02998 -0.19114 0.27117 -0.122
C 1.38645 1.19700 -0.15187 -0.145
C 0.22532 1.97775 -0.25863 -0.229
C -0.81912 0.97132 0.17141 -0.120
N -2.15706 0.34097 -0.02774 -0.589
C -1.85392 -1.05196 -0.07743 -0.207
C -0.33622 -0.39227 -0.42484 -0.195
H 2.74862 -1.25735 0.16743 0.337
H 1.34394 -2.13656 0.33013 0.343
H 0.73157 -0.18858 1.31667 0.189
H 2.33214 1.53553 -0.25437 0.202
H 0.52497 3.10728 -0.02282 0.244
H -0.78419 0.64237 1.29069 0.162
H -2.37676 0.47974 -0.97983 0.340
H -2.11278 -1.80449 -0.62461 0.203
H -1.78277 -1.39002 0.94788 0.168
H -0.00651 -0.50680 -1.42212 0.221
```

Calculated values
- charge = 0
- largest force on an atom (eV/A) = 10.8
- gap between HOMO and LUMO (eV) = 9.0
- HOMO energy (Eh) = -0.295
- structure (SMILES) = N[C@H]1C=C[C@H]2NC[C@H]12